Record 1
Molecular formula: C6H11N2O6P2PtS2
Method: DFT, the ωB97M-V functional and the def2-TZVPD basis

Positions of all 30 atoms, in Å:
Pt 1.248 -0.698 0.910
N -1.091 1.972 -2.306
C -0.359 1.874 -0.982
C -0.043 3.291 -0.502
P -1.518 1.017 0.215
O -2.074 -0.118 -0.781
O -2.535 1.959 0.668
O -0.620 0.340 1.270
P 1.150 0.876 -1.153
O 1.769 1.440 -2.471
O 0.813 -0.620 -1.156
O 1.987 1.068 0.123
H -1.887 2.612 -2.195
H -1.464 1.060 -2.593
H -0.486 2.355 -3.039
H -0.973 3.839 -0.345
H 0.594 3.823 -1.211
H 0.475 3.251 0.454
H -3.027 -0.275 -0.701
H 2.581 1.047 -2.831
S 2.353 -0.294 4.098
C 1.864 -0.529 2.711
S -1.120 -4.286 2.145
C 0.323 -4.774 1.375
C 1.053 -3.698 1.007
N 0.449 -2.504 1.342
C -0.710 -2.671 1.950
H 0.564 -5.814 1.229
H 2.001 -3.702 0.492
H -1.318 -1.841 2.278

Cartesian forces (eV/Å) of the 3 atoms listed first:
Pt -0.10 -0.19 -0.22
N -0.01 0.11 0.04
C 0.00 0.03 -0.07

The value obtained for the highest occupied orbital energy (spin up / spin down) is -16.517 / -16.516 eV. As for the spin multiplicity: 2. Its total charge is +2. As for the energy: -65148.4759 eV. Its relative energy (zero: lowest compared OMol25 entry of this formula, charge and spin) is 0.0 kcal/mol.

natural (NBO) atomic charge list, values in e, 4 entries: Pt 1.34; N -0.68; C -0.64; C -0.65

Record 2
Molecular formula: C3H7NO2
Method: DFT, the ωB97M-V functional and the def2-TZVPD basis

Positions of all 13 atoms, in Å:
C -0.470 -0.329 0.409
C 0.455 0.739 -0.317
C 1.646 0.050 -0.815
H -2.445 -0.124 1.040
H -2.387 0.431 0.031
H -0.753 -1.290 -0.061
H -0.447 -0.795 1.291
H -0.167 1.128 -1.131
H 0.365 1.418 0.420
H 1.634 -1.168 0.514
N -1.775 0.429 0.678
O 2.283 -0.887 -0.085
O 2.061 0.399 -1.974

Cartesian forces (eV/Å) of the 3 atoms listed first:
C -4.45 1.23 -3.67
C -2.98 -4.51 -0.30
C 3.15 2.70 -5.66

The value obtained for the highest occupied orbital energy is -10.270 eV. As for the spin multiplicity: 1. Its SMILES is NCCC(=O)O. As for the energy: -8806.3991 eV. Its relative energy (zero: lowest compared OMol25 entry of this formula, charge and spin) is 95.2 kcal/mol.

natural (NBO) atomic charge list, values in e, 4 entries: C -0.28; C -0.52; C 0.76; H 0.34

Record 3
Molecular formula: C32H25AsFeIN2O2
Method: DFT, the ωB97M-V functional and the def2-TZVPD basis

Positions of all 64 atoms, in Å:
Fe -0.768 -0.895 -0.693
C -3.077 1.324 -4.047
C -3.285 1.859 -2.716
N -4.052 2.937 -2.513
C -4.455 3.250 -1.288
C -3.902 2.641 -0.155
C -4.513 2.944 1.184
O -5.005 1.719 1.773
C -2.934 1.602 -0.293
C -2.512 0.756 0.778
N -2.109 -0.504 0.625
C -2.607 -1.527 1.475
C -3.557 -1.253 2.489
C -4.092 -2.273 3.265
C -3.722 -3.581 3.031
C -2.811 -3.902 2.031
C -2.409 -2.886 1.132
I -1.431 -3.609 -0.774
C -2.560 1.284 -1.645
O -1.583 0.447 -1.914
H -3.034 0.230 -4.059
H -3.934 1.639 -4.710
H -2.155 1.667 -4.440
H -5.164 4.086 -1.220
H -3.752 3.404 1.792
H -5.355 3.653 0.956
H -5.459 1.908 2.609
H -2.565 1.130 1.822
H -3.785 -0.192 2.633
H -4.753 -2.051 4.082
H -4.172 -4.351 3.658
H -2.436 -4.904 1.928
C 3.458 3.969 -0.875
C 4.276 2.866 -1.079
C 3.736 1.610 -1.292
C 2.357 1.464 -1.050
C 1.472 2.520 -0.873
C 2.082 3.763 -0.791
As 1.655 -0.334 -0.680
C 2.457 -0.819 1.028
C 1.962 -0.415 2.255
C 2.456 -1.066 3.423
C 3.480 -1.982 3.358
C 3.952 -2.395 2.104
C 3.423 -1.821 0.942
C 3.739 -2.179 -0.477
C 4.808 -2.982 -0.860
C 5.214 -2.997 -2.162
C 4.468 -2.352 -3.221
C 3.490 -1.480 -2.801
C 3.063 -1.481 -1.471
H 3.810 5.021 -0.912
H 5.338 3.010 -1.152
H 4.374 0.819 -1.607
H 0.393 2.384 -0.773
H 1.442 4.688 -0.709
H 1.162 0.302 2.343
H 2.132 -0.703 4.418
H 3.978 -2.335 4.273
H 4.739 -3.180 2.101
H 5.249 -3.618 -0.121
H 6.055 -3.639 -2.382
H 4.654 -2.519 -4.255
H 3.074 -0.671 -3.497

Cartesian forces (eV/Å) of the 3 atoms listed first:
Fe 0.66 -0.50 -1.38
C -2.15 -0.44 -1.47
C -0.26 1.66 0.24

The value obtained for the highest occupied orbital energy (spin up / spin down) is -13.106 / -13.103 eV. As for the spin multiplicity: 6. Its total charge is +2. As for the energy: -143973.2426 eV.

natural (NBO) atomic charge list, values in e, 4 entries: Fe 1.42; C -0.68; C 0.29; N -0.37

Record 4
Molecular formula: C2H3Cl2N2
Method: DFT, the ωB97M-V functional and the def2-TZVPD basis

Positions of all 9 atoms, in Å:
C -2.682 -0.115 0.366
C -1.525 0.044 0.240
N -4.091 -0.138 0.617
N -0.091 0.172 -0.024
Cl -4.841 -1.428 -0.261
Cl -4.468 1.439 0.005
H -0.162 0.841 -0.896
H 0.254 -0.712 -0.176
H 0.273 0.714 0.882

Cartesian forces (eV/Å) of the 3 atoms listed first:
C -3.64 -0.76 0.88
C 2.90 -0.42 -0.27
N 2.87 0.22 -0.53

The value obtained for the highest occupied orbital energy is -14.032 eV. As for the spin multiplicity: 1. Its total charge is +1. As for the energy: -30134.4312 eV. Its relative energy (zero: lowest compared OMol25 entry of this formula, charge and spin) is 66.0 kcal/mol.

natural (NBO) atomic charge list, values in e, 4 entries: C 0.26; C -0.02; N -0.43; N -0.70

Record 5
Molecular formula: C44H98CdN2O16Zn
Method: DFT, the ωB97M-V functional and the def2-TZVPD basis

Positions of all 162 atoms, in Å:
Zn 0.918 1.667 -2.709
Cd -2.437 -1.133 3.835
C 0.353 -4.458 6.630
C 0.626 -3.220 5.730
C 2.125 -3.050 5.388
C 2.662 -4.139 4.462
C 1.721 -4.230 3.224
C 0.100 -4.210 3.406
N -0.169 -3.304 4.452
O -1.608 -3.025 4.544
C -0.325 -5.667 3.630
C -0.433 -3.842 2.030
C 0.225 -1.901 6.527
H 0.934 -5.347 6.383
H -0.700 -4.738 6.596
H 0.757 -4.238 7.618
H 2.714 -3.183 6.295
H 2.323 -2.050 5.001
H 2.722 -5.048 5.062
H 3.644 -3.816 4.118
H 2.062 -5.189 2.835
H 2.089 -3.629 2.392
H -0.176 -6.349 2.793
H -1.386 -5.712 3.873
H 0.042 -6.084 4.568
H 0.023 -4.457 1.254
H -0.180 -2.790 1.901
H -1.507 -3.920 1.861
H 0.975 -1.606 7.261
H -0.716 -1.891 7.077
H 0.326 -0.977 5.958
C -0.870 1.208 -7.466
C -0.406 0.054 -6.584
C -0.238 -1.169 -7.522
C 0.994 -1.103 -8.443
C 2.262 -1.080 -7.494
C 2.169 0.229 -6.605
N 0.901 0.218 -5.812
O 0.870 1.207 -4.722
C 2.397 1.543 -7.536
C 3.425 0.088 -5.725
C -1.548 -0.312 -5.656
H -1.944 1.114 -7.624
H -0.201 1.410 -8.302
H -0.960 2.051 -6.781
H -1.118 -1.326 -8.147
H -0.229 -2.079 -6.921
H 0.911 -0.286 -9.160
H 0.955 -1.944 -9.135
H 3.242 -1.226 -7.948
H 2.258 -1.971 -6.867
H 1.831 1.500 -8.467
H 3.426 1.645 -7.883
H 2.078 2.392 -6.932
H 3.430 -0.782 -5.069
H 3.560 0.877 -4.986
H 4.320 0.112 -6.348
H -2.482 -0.386 -6.213
H -1.704 0.488 -4.931
H -1.451 -1.247 -5.105
C -1.810 -0.481 -0.428
C -0.789 0.318 -1.090
C 0.220 1.144 -0.174
O 0.908 1.975 -0.741
C 0.209 0.851 1.264
C -0.742 0.030 1.792
C -1.771 -0.686 0.922
O -2.703 -1.455 1.365
O -0.629 -0.110 3.088
O -0.606 0.547 -2.286
H -2.615 -0.909 -1.006
H 0.986 1.286 1.875
C 4.259 3.828 -3.911
C 2.816 3.887 -3.689
O 2.534 2.995 -2.621
H 4.551 4.283 -4.858
H 4.733 2.852 -3.804
H 4.680 4.333 -3.042
H 2.308 3.580 -4.603
H 2.484 4.874 -3.366
H 2.975 3.382 -1.861
C -2.594 -3.551 -2.669
C -3.049 -3.976 -1.318
O -3.919 -3.021 -0.881
H -1.998 -4.338 -3.132
H -2.223 -2.527 -2.638
H -3.449 -3.448 -3.337
H -2.213 -4.015 -0.620
H -3.511 -4.959 -1.229
H -3.500 -2.170 -0.735
C -3.188 2.945 2.396
C -3.658 2.071 3.662
O -3.483 0.722 3.356
H -3.473 3.974 2.613
H -3.647 2.543 1.493
H -2.130 2.957 2.133
H -4.631 2.313 4.090
H -2.975 2.294 4.482
H -4.362 0.529 3.021
C 5.746 3.414 1.086
C 4.917 2.805 -0.013
O 3.631 3.379 -0.159
H 6.637 2.804 1.238
H 5.263 3.462 2.062
H 6.122 4.388 0.774
H 4.828 1.750 0.247
H 5.434 2.966 -0.959
H 3.104 3.185 0.620
C 3.141 -0.809 -0.462
C 3.572 -0.182 -1.798
O 2.324 0.222 -2.431
H 2.350 -1.559 -0.449
H 2.975 0.024 0.221
H 4.024 -1.294 -0.046
H 4.057 -0.933 -2.421
H 4.385 0.523 -1.621
H 1.961 -0.593 -2.785
C -6.026 0.489 -0.083
C -6.313 -0.732 0.813
O -6.237 -0.273 2.127
H -6.512 1.435 0.155
H -6.261 0.315 -1.133
H -4.991 0.768 0.117
H -5.560 -1.478 0.558
H -7.240 -1.224 0.518
H -6.831 0.481 2.145
C -2.464 3.914 -3.423
C -1.025 4.252 -3.660
O -0.195 3.449 -2.823
H -2.516 2.853 -3.667
H -3.077 4.349 -4.213
H -2.906 4.094 -2.443
H -0.988 5.309 -3.395
H -0.822 4.145 -4.726
H -0.375 3.910 -2.000
C -4.893 -4.192 3.365
C -5.056 -3.005 4.378
O -4.409 -1.917 3.746
H -5.528 -5.047 3.597
H -3.860 -4.538 3.342
H -5.246 -3.967 2.359
H -4.745 -3.347 5.365
H -6.114 -2.744 4.337
H -4.897 -1.858 2.922
C 0.381 5.199 4.398
C 0.702 4.354 3.099
O 1.982 3.782 3.194
H 0.196 4.491 5.206
H -0.459 5.866 4.206
H 1.240 5.798 4.701
H 0.821 4.946 2.192
H -0.161 3.712 2.923
H 1.849 3.163 3.916
C 3.552 2.378 5.838
C 2.879 1.226 4.969
O 1.447 1.276 5.028
H 4.630 2.293 5.701
H 3.386 2.188 6.899
H 3.178 3.384 5.645
H 3.261 0.257 5.290
H 3.123 1.423 3.925
H 1.031 0.720 4.365

Cartesian forces (eV/Å) of the 3 atoms listed first:
Zn 0.65 0.86 -0.41
Cd 2.41 -1.94 0.40
C 0.92 0.37 0.02

The value obtained for the highest occupied orbital energy (spin up / spin down) is -7.616 / -7.616 eV. As for the spin multiplicity: 2. Its total charge is +1. As for the energy: -135926.4232 eV.

Löwdin atomic charge list, values in e, 4 entries: Zn 0.63; Cd 1.44; C -0.04; C -0.44

Record 6
Molecular formula: C4H11N3O2
Method: DFT, the ωB97M-V functional and the def2-TZVPD basis

Positions of all 20 atoms, in Å:
C -0.035 1.698 1.364
C -0.751 -0.099 -0.488
N -2.132 0.157 -0.464
O 0.235 0.992 0.179
N -0.438 -1.226 0.309
H -2.442 0.635 -1.298
H -2.439 0.616 0.383
H -1.252 -1.775 0.544
H 0.931 1.982 1.796
H -0.587 1.091 2.092
H -0.602 2.614 1.157
C 0.989 -0.429 -2.111
C 0.628 -1.243 1.256
O -0.374 -0.157 -1.791
N 1.873 -1.096 1.143
H 2.159 -0.549 0.334
H 0.282 -1.742 2.159
H 1.287 -1.406 -1.725
H 1.626 0.321 -1.645
H 1.041 -0.384 -3.195

Cartesian forces (eV/Å) of the 3 atoms listed first:
C -0.44 -0.24 -0.38
C 1.74 1.61 1.39
N -0.05 0.19 0.00

The value obtained for the highest occupied orbital energy is -9.418 eV. As for the spin multiplicity: 1. Its SMILES is [H]/N=C\NC(N)(OC)OC. As for the energy: -12889.9991 eV. Its relative energy (zero: lowest compared OMol25 entry of this formula, charge and spin) is 65.3 kcal/mol.

natural (NBO) atomic charge list, values in e, 4 entries: C -0.25; C 0.81; N -0.85; O -0.64